Density functional theory data (the ωB97M-V functional and the def2-TZVPD basis) for C10H21BeNO9 as an isolated structure.

Last column: Mulliken charge in e.
Geometry (Å):
Be  -25.171570  8.054150  16.478150  0.0170
C  -27.752770  4.537870  15.952350  0.7487
O  -26.948620  4.551180  16.883640  -0.5728
O  -28.119850  3.439300  15.628330  -0.6153
O  -28.200950  5.578370  15.479850  -0.5698
C  -27.637620  11.677730  15.929890  0.7435
O  -26.959100  11.311190  14.967630  -0.5888
O  -27.286830  11.452530  17.060400  -0.5456
O  -28.788460  12.055590  15.779310  -0.6003
C  -20.247480  12.642880  13.873800  -1.0792
C  -20.936180  11.373120  13.245360  -0.2958
O  -21.924540  11.088610  14.003090  -0.3975
H  -19.964630  12.590040  14.925140  0.2986
H  -20.911000  13.506090  13.925790  0.2927
H  -19.385600  12.915700  13.264850  0.3467
H  -20.069470  10.719240  13.148620  0.2768
H  -21.235070  11.700440  12.249550  0.2497
H  -22.739460  11.548480  13.788520  0.3130
C  -23.993170  7.094840  13.308080  -0.9363
O  -23.119250  6.727000  14.365810  -0.1344
C  -22.719780  5.370240  14.356010  -0.7282
C  -21.681810  5.408520  15.447850  -0.9048
N  -22.361320  5.764520  16.683640  -0.0078
C  -21.424330  5.775680  17.817910  -0.6460
C  -22.216290  6.470850  19.016770  -0.7123
O  -22.658070  7.823830  18.689850  -0.1466
C  -22.067800  8.881540  19.475170  -0.8113
H  -23.652130  6.667530  12.365110  0.3405
H  -24.299320  8.119990  13.099650  0.2550
H  -24.830350  6.421250  13.491080  0.3898
H  -22.308960  5.071340  13.391650  0.4039
H  -23.425310  4.586640  14.632230  0.3985
H  -20.911260  6.117090  15.144090  0.3819
H  -21.255800  4.414620  15.584880  0.4399
H  -23.114850  5.093810  16.733170  0.0795
H  -20.601400  6.439580  17.553090  0.2845
H  -20.952090  4.794160  17.859430  0.4364
H  -21.614790  6.337360  19.915920  0.4125
H  -23.129940  5.894010  19.160320  0.3330
H  -20.986030  8.945370  19.357670  0.2844
H  -22.330650  8.779610  20.528080  0.3193
H  -22.549910  9.825110  19.219570  0.2470

Force components x, y, z for each atom (eV/Å):
Be -0.10 0.04 0.05
C -0.06 1.46 0.89
O 3.02 0.91 2.86
O -2.02 -4.91 -2.40
O -0.85 2.46 -1.39
C -0.58 -1.64 -1.39
O 2.05 -0.10 -2.47
O 2.35 -0.32 4.92
O -3.78 2.17 -1.10
C 0.20 0.58 -0.56
C 4.69 4.71 -1.90
O -4.53 -3.11 3.37
H 0.28 -0.90 -0.03
H -0.36 0.05 -0.57
H 0.26 0.22 0.09
H -0.69 -1.21 0.19
H 0.10 -0.27 -0.54
H 0.02 -0.10 -0.02
C -0.80 -2.72 -0.43
O -0.05 0.92 -0.82
C 0.77 0.93 0.42
C -0.19 -0.51 0.14
N 1.26 0.48 -0.48
C -1.89 1.65 -0.68
C 0.20 -0.71 -1.11
O 1.43 -0.57 0.88
C -0.82 -0.75 -0.14
H 0.75 0.21 -0.47
H 0.47 0.07 1.12
H -1.06 0.74 -0.14
H 0.22 0.09 -0.30
H -1.01 0.39 -0.05
H 0.09 0.12 0.37
H 0.62 -0.45 -0.32
H -0.28 0.03 0.89
H 0.01 0.30 -0.15
H -0.08 -0.45 1.31
H 0.03 0.72 0.32
H -0.10 0.02 0.03
H 0.11 0.01 -0.08
H 0.23 -0.41 0.32
H 0.12 -0.15 -0.63

Output
Relative energy (zero: lowest compared OMol25 entry of this formula, charge and spin)   550.6 kJ/mol
Charge   -2
E_HOMO   0.45 eV
Orbital gap   2.03 eV